Density functional theory data (wB97M-V/def2-TZVPD) for a molecular structure, C41H57KN9O3SeSi at a distorted geometry.

Geometry as XYZ:
```
113
Properties=species:S:1:pos:R:3:forces:R:3
K -0.295 0.312 -2.187 -0.235 -0.522 0.159
C 1.340 0.050 1.705 0.750 0.763 -0.491
C 0.052 -0.677 1.665 0.141 0.204 -0.967
C -0.441 -1.192 2.827 0.860 0.059 1.989
C -1.578 -1.940 2.783 -1.888 -1.298 -0.390
C -2.171 -2.180 1.566 -1.302 -0.105 0.644
C -1.668 -1.610 0.389 1.044 0.252 -1.905
N -0.547 -0.790 0.478 -0.059 -0.524 0.522
N -2.100 -1.830 -0.854 0.304 0.479 0.495
Si -3.180 -2.807 -1.672 -0.107 -0.578 -0.523
C -4.920 -2.707 -0.992 -1.313 0.786 0.279
C -3.219 -2.274 -3.501 -1.341 1.293 0.750
C -2.751 -4.644 -1.654 0.840 -0.676 -1.118
H 1.896 -0.101 0.780 0.075 -0.128 -0.071
H 1.998 -0.167 2.554 -0.359 -0.162 -0.047
H 1.134 1.112 1.717 -0.030 0.553 0.108
H 0.072 -1.008 3.770 0.003 -0.048 -0.214
H -2.054 -2.434 3.638 0.409 0.429 0.017
H -3.145 -2.680 1.512 0.538 -0.187 -0.012
H -5.122 -1.690 -0.615 0.272 -0.023 -0.101
H -5.197 -3.342 -0.149 0.421 -0.304 0.077
H -5.740 -2.849 -1.709 0.299 -0.190 -0.238
H -3.411 -1.172 -3.418 0.323 -0.578 -0.218
H -4.063 -2.635 -4.125 0.562 -0.216 0.384
H -2.273 -2.416 -3.989 0.487 -0.155 -0.344
H -2.428 -4.943 -0.661 0.849 -0.028 0.039
H -2.110 -5.054 -2.527 -0.439 0.843 1.607
H -3.626 -5.254 -1.736 -1.136 -0.196 -0.350
C 5.329 1.904 -2.561 1.956 0.869 -0.440
C 4.118 1.384 -1.823 0.433 1.785 -0.832
N 4.024 0.262 -1.281 0.161 -1.695 1.253
O 5.233 -0.492 -1.307 0.102 0.421 -0.605
C 2.907 2.247 -1.702 -0.381 -0.449 -1.308
C 2.814 3.393 -0.773 -0.687 -0.937 1.073
N 1.913 1.912 -2.463 0.298 -0.453 0.497
O 0.797 2.591 -2.304 0.006 0.505 -0.185
H 6.326 1.764 -2.035 -1.299 -0.037 -0.290
H 5.293 2.990 -2.842 -0.457 -0.812 0.714
H 5.502 1.452 -3.559 -0.476 -0.343 0.585
H 4.993 -1.344 -0.930 -0.335 0.059 0.078
H 3.612 3.345 -0.040 -0.087 -0.070 0.485
H 1.775 3.355 -0.342 1.048 0.001 -0.024
H 2.896 4.341 -1.230 0.024 1.192 -0.897
C 6.538 -4.375 2.757 0.507 -1.090 0.510
C 5.082 -4.353 2.483 -1.548 -0.613 -0.972
C 4.243 -5.501 2.590 1.846 0.840 0.692
C 2.903 -5.385 2.397 -0.607 1.337 -1.444
C 2.308 -4.177 1.919 1.829 0.123 1.034
N 0.935 -4.079 1.812 -1.188 0.238 -0.530
C 0.198 -4.870 0.937 1.290 0.546 1.024
O -0.907 -5.246 1.181 -1.661 -0.468 0.202
N 0.895 -5.276 -0.193 -0.161 -0.051 0.147
C 1.538 -4.273 -0.985 0.296 -1.360 1.104
C 2.881 -4.422 -1.255 -0.950 -0.128 -0.719
C 3.397 -3.461 -2.090 1.367 0.344 0.101
C 2.620 -2.368 -2.477 -0.032 -1.270 0.324
N 1.331 -2.268 -2.174 0.537 1.157 -0.444
C 0.809 -3.210 -1.414 0.214 0.841 -0.130
C 3.121 -3.057 1.724 0.197 -0.858 -0.694
C 4.489 -3.185 1.987 0.041 0.088 1.059
H 7.020 -3.629 2.182 0.686 0.498 -0.997
H 7.068 -5.356 2.677 -0.676 0.692 -0.296
H 6.738 -4.046 3.751 0.006 0.143 1.133
H 4.685 -6.444 2.939 -0.246 0.330 -0.284
H 2.312 -6.257 2.393 -0.877 -0.843 0.408
H 0.457 -3.366 2.374 0.016 -0.525 -0.458
H 0.224 -5.782 -0.736 -0.301 -0.555 -0.432
H 3.368 -5.315 -0.880 0.325 0.259 -0.055
H 4.453 -3.514 -2.364 -0.274 0.196 -0.079
H 3.097 -1.586 -3.011 0.050 0.738 -0.605
H -0.171 -3.000 -1.057 -0.964 -0.256 -0.019
H 2.746 -2.182 1.171 0.000 -0.302 0.748
H 5.083 -2.278 1.991 0.213 0.019 -0.474
C -5.169 3.703 1.722 -2.071 -0.360 -0.713
C -5.177 2.236 2.226 -0.629 1.475 -0.004
C -5.005 1.252 1.091 2.071 -0.217 0.383
C -3.534 0.791 0.896 -0.720 0.575 0.748
N -2.684 1.925 0.541 -0.793 -0.999 0.066
C -2.659 2.461 -0.692 -0.029 0.458 -0.388
Se -3.647 1.873 -2.138 0.206 0.161 0.031
N -1.781 3.507 -0.637 -0.350 -0.455 -2.138
C -1.386 4.325 -1.807 -0.127 -1.438 -0.620
C -1.785 5.749 -1.605 -1.131 -0.352 0.097
C -1.200 6.660 -2.625 1.380 -0.633 -0.916
C 0.344 6.719 -2.709 0.443 0.541 1.210
C -1.181 3.538 0.576 -0.191 0.941 0.209
C -0.232 4.430 1.058 0.127 -1.100 0.695
C 0.084 4.221 2.378 0.979 0.271 1.776
C -0.567 3.297 3.220 -0.167 0.699 0.049
C -1.539 2.463 2.689 0.104 -0.683 1.353
C -1.817 2.569 1.364 0.987 0.998 -0.741
H -5.582 4.384 2.475 0.381 -0.036 0.068
H -5.919 3.736 0.889 0.563 0.156 0.461
H -4.263 4.100 1.307 0.719 -0.045 0.056
H -6.171 2.105 2.654 -0.041 -0.123 0.215
H -4.478 2.230 3.042 0.527 -0.781 0.393
H -5.259 1.807 0.227 -0.559 0.107 -1.262
H -5.607 0.367 1.150 -0.476 -0.409 0.222
H -3.411 0.081 0.094 -0.217 -0.380 -0.152
H -3.181 0.359 1.845 0.176 0.122 -0.477
H -1.913 3.871 -2.706 0.766 0.486 1.134
H -0.300 4.190 -1.927 -0.416 -0.047 -0.032
H -1.471 6.035 -0.619 0.007 0.449 0.639
H -2.892 5.784 -1.656 0.426 0.222 0.222
H -1.587 7.637 -2.505 -0.289 1.249 0.298
H -1.516 6.373 -3.614 -0.419 -0.383 -0.494
H 0.760 7.222 -1.764 -0.408 -0.594 -1.299
H 0.578 7.345 -3.584 0.267 -0.156 0.393
H 0.880 5.744 -2.814 -0.706 0.640 0.014
H 0.341 5.142 0.504 -0.094 0.204 -0.585
H 0.921 4.768 2.854 -0.667 -0.032 -0.474
H -0.394 3.384 4.308 0.096 -0.522 -0.763
H -2.049 1.697 3.259 0.060 0.147 0.291
```
Forces are in eV/Å.

As for the energy above the lowest of the compared OMol25 structures with the same formula, charge and spin: 0.0 kcal per mole. Its charge is -1. The HOMO energy is -4.39 eV. As for the gap between HOMO and LUMO: 6.7 eV.